Formula: C6H15AlN2O11P2
Source: OMol25
Level of theory: ωB97M-V/def2-TZVPD

XYZ file:
```
37
Properties=species:S:1:pos:R:3:forces:R:3
Al 0.36204 -1.13341 0.76845 -0.6 -1.1 0.8
O -0.76548 -1.63829 4.75698 -0.2 0.6 0.2
H -1.43036 -1.14914 5.27968 0.3 -0.2 -0.4
P -3.43930 -3.84076 -0.73217 1.8 -0.5 0.5
O -3.48185 -2.52808 0.09067 -1.2 -0.7 -1.0
O -3.94647 -3.93017 -2.19122 0.1 1.3 -0.6
O -4.19458 -5.09420 -0.25477 -0.9 0.1 1.3
O -1.92059 -4.18358 -0.67112 0.2 0.2 -0.7
P 2.52357 -4.99008 2.64390 1.8 -1.0 -0.7
O 2.60560 -4.73155 4.18719 0.7 0.2 -1.2
O 2.55473 -6.53508 2.36351 1.6 1.5 -0.2
O 3.06921 -3.94786 1.63778 1.2 -1.4 1.2
O 1.05595 -4.78786 2.59553 -4.8 0.7 0.6
C 1.78994 4.02220 3.63035 -0.2 -3.4 -0.4
O 1.80813 2.92989 3.02337 -0.4 2.3 0.5
N 2.90444 4.63296 4.03495 -0.8 2.4 0.6
C 2.84979 5.81361 4.92988 1.1 0.0 -1.2
C 4.15208 3.98158 3.86770 1.1 -0.3 0.0
H 0.86553 4.42920 4.06856 0.0 0.3 -0.5
H 3.61884 6.49573 4.56739 0.7 -0.2 0.4
H 3.05148 5.49932 5.95391 -0.2 0.3 0.1
H 2.03889 6.52932 4.79458 -0.9 -0.9 0.2
H 5.02045 4.60905 3.66699 -0.4 0.8 -0.2
H 4.41467 3.53563 4.82701 0.1 -0.8 -0.1
H 4.07979 3.30001 3.02016 -0.1 -0.4 0.5
C -2.27477 -0.33282 -4.31322 -1.1 0.7 -1.2
O -1.29956 0.02063 -3.70925 0.7 -0.1 -0.3
N -2.38752 -0.62664 -5.66724 -0.3 -0.5 -1.4
C -3.68057 -0.98560 -6.29084 0.2 0.9 0.2
C -1.31286 -0.50198 -6.72147 -0.8 -0.5 2.7
H -3.29092 -0.26929 -3.89416 0.1 -0.6 0.4
H -4.56250 -1.00327 -5.65054 0.5 0.0 0.6
H -3.70297 -1.92164 -6.84888 0.5 -0.2 0.2
H -3.87870 -0.19142 -7.01065 -0.2 0.1 -0.4
H -1.63460 0.14400 -7.53835 0.0 0.0 0.1
H -0.46964 -0.10583 -6.15565 0.3 0.1 -0.4
H -1.09184 -1.51458 -7.05895 0.2 0.1 -0.3
```
Forces are in eV/Å.

The value obtained for the HOMO-LUMO gap is 1.05 eV. For the total energy, the calculation gives -2099.3442 a.u. Its spin multiplicity is 1. The net charge is -4.

---

Formula: C44H90F24N5O12P2S4
Source: OMol25
Level of theory: ωB97M-V/def2-TZVPD

XYZ file:
```
181
Properties=species:S:1:pos:R:3:forces:R:3
C 4.01982 1.15068 -4.56191 0.5 -0.7 0.3
C 3.51659 2.11413 -3.50595 0.4 0.1 0.1
C 3.65472 3.55044 -3.95377 -2.3 -0.1 -0.3
N 3.55690 4.52075 -2.83061 -0.4 -0.8 1.9
C 4.87649 4.45935 -2.06123 -0.1 -1.5 -0.2
C 2.46630 4.06498 -1.80271 -0.7 -1.2 -1.0
C 2.08743 5.26664 -0.97219 1.0 1.1 1.1
C 2.52485 6.51430 -1.83363 -2.0 -1.4 -0.9
C 3.06770 5.87806 -3.17151 0.4 2.2 0.9
H 3.65157 0.08844 -4.48306 0.2 1.2 0.2
H 5.12384 1.13133 -4.48169 -0.5 -0.1 -0.4
H 3.70692 1.54843 -5.51293 0.0 -0.1 -0.7
H 4.09633 2.02733 -2.60991 0.2 -0.7 0.6
H 2.49252 1.96265 -3.26865 -0.9 -0.4 0.2
H 2.83580 3.78255 -4.62821 -0.1 0.1 -0.1
H 4.54103 3.70699 -4.46424 2.1 0.5 -0.8
H 5.62532 5.17450 -2.41787 -0.4 0.0 0.1
H 5.27228 3.38904 -2.17337 -0.4 1.7 0.0
H 4.61277 4.54327 -1.01086 0.4 0.5 0.1
H 2.85792 3.23682 -1.18705 -0.2 0.4 -0.6
H 1.62934 3.69125 -2.46080 0.7 0.5 0.9
H 2.68088 5.29214 0.00795 -0.8 -0.2 -1.3
H 1.02054 5.28220 -0.67578 0.6 -0.1 -0.5
H 3.21316 7.09591 -1.28800 1.1 0.6 0.4
H 1.63335 7.15511 -2.04445 0.8 -0.6 -0.1
H 3.91341 6.46583 -3.53647 0.0 -0.1 -0.2
H 2.25185 5.94072 -3.90018 0.3 -1.0 0.1
C -5.39944 3.76010 -1.18747 -1.2 0.1 -0.4
C -5.36723 2.52422 -0.27272 0.5 1.7 0.5
C -4.62837 2.69942 1.07022 0.7 0.1 0.1
N -3.13541 2.31586 1.01233 -0.5 -2.3 1.0
C -3.03259 0.80230 0.92001 0.6 0.3 0.4
C -2.29679 2.78405 2.18730 -0.6 2.1 -0.8
C -2.02147 4.32333 1.72232 1.0 -3.0 0.6
C -2.04433 4.25076 0.19813 -0.1 2.1 -0.3
C -2.42419 2.85503 -0.10899 1.9 -0.2 -1.9
H -6.10955 3.52288 -2.01122 0.3 0.3 0.6
H -4.53568 4.14079 -1.69627 1.0 -0.4 0.0
H -5.75850 4.63593 -0.63580 -0.3 -0.2 0.0
H -5.00882 1.68996 -0.81210 0.3 -1.0 -0.5
H -6.41660 2.36934 -0.07033 -0.3 -0.4 0.4
H -5.04312 2.04004 1.86260 0.2 0.8 -0.3
H -4.58985 3.77032 1.34109 -0.4 -0.6 0.3
H -1.96161 0.50364 0.81832 -0.9 0.5 -0.4
H -3.66718 0.48749 0.09139 0.3 -0.3 0.3
H -3.31284 0.39964 1.88867 -0.5 -0.1 0.0
H -1.39504 2.17820 2.21179 0.0 0.2 -0.3
H -2.81088 2.63866 3.13174 -0.4 0.2 0.0
H -1.07600 4.59102 2.15499 0.5 0.3 0.0
H -2.74609 4.96600 2.10546 -1.3 1.0 0.7
H -1.11739 4.63697 -0.28367 -0.5 -0.8 0.3
H -2.82013 4.89199 -0.23629 0.0 0.2 0.4
H -1.50925 2.27594 -0.18281 0.1 -0.2 -0.1
H -2.93319 2.75578 -1.04923 -0.4 -0.3 -0.2
C 4.99913 -4.21134 1.67670 -0.8 1.7 -0.6
C 4.99814 -2.96803 0.72141 2.2 -0.3 1.7
C 4.44138 -1.70911 1.33404 -1.0 2.2 -1.1
N 5.19317 -0.83993 2.36749 0.4 0.0 -0.1
C 4.68318 -0.99170 3.73750 -2.1 -1.8 -0.4
C 5.25724 0.71330 2.08064 -1.7 -3.0 -2.2
C 6.25457 1.20246 3.00801 2.5 1.6 0.1
C 7.17617 0.00786 3.26371 2.3 -1.2 0.1
C 6.63481 -1.12290 2.35995 0.2 -0.3 0.7
H 4.96113 -5.05761 1.07753 -0.4 -1.7 -1.3
H 4.03381 -4.17554 2.21462 1.0 -0.2 0.4
H 5.92996 -4.39170 2.21049 -0.1 0.7 0.7
H 4.55110 -3.12235 -0.24455 -0.9 -0.2 0.1
H 6.01714 -2.76650 0.38559 0.3 0.0 0.1
H 3.45783 -1.86378 1.73171 -0.5 -0.2 0.5
H 4.29751 -0.98923 0.51547 0.0 -0.3 0.3
H 4.44816 -2.04600 3.93004 0.2 0.1 -0.2
H 3.73316 -0.47982 3.81139 -0.1 0.3 0.0
H 5.34908 -0.69549 4.49302 0.8 0.7 0.6
H 4.25754 1.03847 2.17900 -0.9 0.7 0.1
H 5.54518 0.67595 1.00705 -0.1 0.7 0.9
H 5.91799 1.64976 3.94151 -0.4 -0.1 -0.2
H 6.81009 1.98657 2.43124 -0.3 -0.4 0.8
H 7.29448 -0.29175 4.34795 -0.4 0.3 -1.2
H 8.22336 0.13121 2.91666 -0.5 0.5 0.3
H 6.76326 -2.14697 2.74960 0.3 0.4 -0.2
H 6.96454 -1.01503 1.31048 0.1 -0.1 0.7
C -2.69946 -4.30843 2.63104 -2.3 1.2 0.6
C -4.30681 -4.16965 2.48329 2.1 0.0 0.4
C -4.61397 -2.71883 2.23970 -1.2 0.6 0.1
N -6.06636 -2.33187 1.84124 0.2 -0.7 0.5
C -6.45862 -3.08619 0.63826 -1.8 -1.6 0.0
C -6.05532 -0.83046 1.58005 -0.2 -1.2 1.2
C -7.48230 -0.40965 1.67271 -0.8 -0.6 -0.2
C -8.20913 -1.42606 2.61252 1.1 0.4 0.6
C -7.16749 -2.52404 2.90846 1.8 1.1 0.5
H -2.31303 -3.91628 1.67218 0.4 -0.3 1.0
H -2.37572 -5.32908 2.83474 -0.1 0.1 -0.3
H -2.49574 -3.70090 3.54488 0.6 -0.2 -1.0
H -4.77904 -4.49726 3.38696 -0.4 -0.5 0.5
H -4.52151 -4.80807 1.65674 -0.8 -0.4 -0.6
H -4.09687 -2.38654 1.35689 0.6 0.3 -0.2
H -4.43501 -2.05459 3.10193 0.4 -0.5 -0.3
H -6.69475 -4.16534 0.87538 0.5 1.1 0.2
H -5.73644 -3.11237 -0.15218 0.5 0.5 -0.3
H -7.42126 -2.69076 0.28708 0.5 0.1 -0.2
H -5.70196 -0.72224 0.60932 0.9 0.3 -1.6
H -5.39324 -0.38999 2.31964 -0.3 0.0 0.0
H -7.89264 -0.40738 0.67028 -0.4 -0.5 -0.3
H -7.57025 0.61469 1.93028 0.0 0.9 1.0
H -9.02217 -1.88817 2.12510 -1.2 -0.2 -0.6
H -8.55614 -0.98469 3.57020 0.3 -0.2 -0.7
H -7.47990 -3.56389 2.89988 -0.2 0.1 -0.1
H -6.66563 -2.29459 3.87154 -0.2 -0.2 -0.5
C 4.11681 -3.90960 -2.75550 -1.5 0.2 -0.9
C 2.67587 -3.55006 -3.19617 0.0 -1.4 -0.5
C 2.15103 -2.70300 -2.06240 -0.2 -0.8 0.3
N 0.64641 -2.53527 -2.03508 -0.1 0.0 -1.3
C 0.25109 -1.65019 -3.19617 -1.8 -2.1 -0.6
C 0.13463 -1.98633 -0.74086 0.4 -0.3 0.2
C -1.33815 -2.29851 -0.71622 -0.1 -0.8 -0.7
C -1.48175 -3.49417 -1.72576 -2.5 1.0 1.3
C -0.11178 -3.84379 -2.09985 -0.1 0.9 -2.1
H 4.04794 -4.52588 -1.87687 0.2 0.1 0.7
H 4.61978 -2.96002 -2.65856 0.6 -0.3 0.4
H 4.54818 -4.55026 -3.49131 0.7 -0.1 -0.7
H 2.11018 -4.52185 -3.29071 0.4 1.0 0.1
H 2.67812 -3.07324 -4.18594 0.0 0.0 0.3
H 2.52700 -1.68177 -2.14896 0.4 -0.2 0.6
H 2.53343 -3.31394 -1.18657 -1.1 1.4 -0.2
H 0.41477 -2.19882 -4.15041 0.2 0.4 0.7
H 0.78503 -0.76095 -3.16328 1.1 1.6 0.1
H -0.83513 -1.42702 -3.18708 0.6 -0.1 0.4
H 0.39428 -0.95430 -0.62563 0.3 0.6 -0.1
H 0.64177 -2.58710 -0.00402 0.2 0.1 0.4
H -1.92918 -1.48088 -1.10838 -0.2 0.2 0.5
H -1.61126 -2.65603 0.27481 -0.1 0.6 0.0
H -2.15367 -3.15323 -2.53808 0.6 -0.5 0.2
H -2.00033 -4.32009 -1.21775 0.3 0.1 -0.3
H -0.14188 -4.26799 -3.11003 0.8 0.0 0.3
H 0.33009 -4.42534 -1.36379 1.0 -1.5 1.1
P 1.51760 1.63626 1.19653 1.4 -1.3 -0.4
F 0.61813 2.80263 1.82796 0.8 0.4 -0.1
F 1.12004 2.05203 -0.30478 -0.3 0.9 0.0
F 2.91893 2.56554 1.15232 -1.6 -0.1 0.1
F 2.40119 0.44956 0.49251 -0.2 -0.2 0.5
F 1.94836 1.08044 2.66068 -0.1 0.5 -0.3
F 0.20216 0.67220 1.23756 0.1 -0.2 0.0
P -4.93606 -1.24147 -2.51124 -0.1 -1.8 0.5
F -5.52344 -1.46093 -3.96812 0.8 0.9 -0.5
F -5.03503 0.40920 -2.55043 0.8 -1.5 -0.2
F -6.43353 -1.26177 -1.94012 -0.5 0.3 0.7
F -4.34107 -1.27443 -0.98180 -0.3 0.9 0.4
F -4.93529 -2.92143 -2.36025 0.4 0.6 -0.2
F -3.36220 -1.26685 -2.96411 -1.0 0.5 -0.7
C 6.90204 -1.12822 -2.68146 0.4 -1.2 -0.4
F 7.13715 -2.16247 -1.81395 -0.2 0.3 -1.1
F 8.01133 -0.93277 -3.41809 -0.6 0.0 0.6
F 5.91791 -1.52832 -3.58397 1.4 0.9 1.5
S 6.41264 0.26639 -1.57280 0.3 2.7 -0.2
O 5.06596 -0.21156 -1.28761 0.5 0.4 0.1
O 7.32781 0.40149 -0.41978 -1.0 -1.3 -1.2
O 6.53532 1.47673 -2.41182 -0.6 -1.5 0.4
C -6.01296 0.34457 6.35650 0.4 -0.8 -1.4
F -6.82334 -0.64734 5.86749 -0.3 0.3 0.8
F -6.72571 1.40810 6.64906 -0.7 0.3 0.5
F -5.43195 -0.12186 7.46264 0.0 0.2 -0.3
S -4.91866 0.74419 4.91898 -0.2 -0.5 -0.1
O -5.88058 1.02340 3.85062 0.2 0.1 0.5
O -4.16571 1.88147 5.36066 0.5 0.3 0.0
O -4.20135 -0.50448 4.71569 0.1 0.2 -0.1
C -1.77854 3.76347 -4.14095 -0.5 -1.2 0.7
F -1.33154 2.97572 -3.11067 -0.8 0.0 -0.3
F -2.11481 2.96966 -5.16684 0.0 0.2 0.5
F -2.90443 4.40903 -3.72685 1.0 -0.5 -0.2
S -0.41949 4.84251 -4.54392 0.4 1.3 -1.0
O -1.00501 5.60940 -5.60601 0.2 0.1 -1.0
O -0.29008 5.63433 -3.33866 0.9 -0.4 0.8
O 0.70346 3.96638 -4.91256 -1.0 0.6 0.7
C 1.16746 -6.31125 2.52723 0.8 1.4 -1.3
F 0.16713 -6.27221 3.38995 -0.2 -0.8 0.5
F 2.31147 -6.70672 3.13074 -0.8 -0.1 -0.1
F 0.90149 -7.15344 1.50410 -0.2 -0.4 0.9
S 1.36116 -4.63951 1.74064 -0.7 -0.5 1.5
O 2.26961 -4.96486 0.70097 1.5 -0.1 -2.0
O 0.03044 -4.32610 1.29553 -0.8 0.1 -0.3
O 1.86822 -3.77875 2.77224 0.3 0.4 0.5
```
Forces are in eV/Å.

The value obtained for the HOMO-LUMO gap is 9.46 eV. For the total energy, the calculation gives -7579.9641 a.u. Its spin multiplicity is 1. The net charge is -1.